Record 1
Molecular formula: C9H25AlO4
Method: DFT, ωB97M-V/def2-TZVPD

Its LUMO energy (alpha / beta) is -14.73 / -14.80 eV. Its frontier orbital gap (alpha / beta) is 5.981 / 5.925 eV. As for the largest force on an atom: 0.060 hartree/bohr.

The geometry in ORCA input format:
```
! wB97M-V def2-TZVPD RIJCOSX def2/J DEFGRID3
* xyz 3 2
Al -6.295 20.311 19.289
O -6.313 19.695 22.136
H -6.086 20.033 23.024
C -2.570 19.911 22.695
C -2.800 18.701 21.708
C -3.044 17.355 22.382
O -3.978 18.965 20.972
H -3.470 20.068 23.289
H -2.327 20.753 22.046
H -1.706 19.787 23.348
H -1.959 18.608 21.022
H -3.773 17.432 23.190
H -2.121 17.036 22.867
H -3.491 16.599 21.737
H -4.717 19.052 21.579
C -7.748 16.909 24.357
C -6.476 16.328 23.656
C -6.679 14.856 23.374
O -6.265 17.048 22.451
H -8.649 16.630 23.810
H -7.644 17.969 24.589
H -7.890 16.400 25.310
H -5.621 16.504 24.308
H -5.825 14.520 22.787
H -7.618 14.648 22.861
H -6.767 14.295 24.305
H -6.441 17.970 22.653
C -7.571 20.983 25.252
C -8.822 20.730 24.370
C -10.122 21.371 24.788
O -8.499 21.037 23.043
H -7.722 20.468 26.200
H -7.351 22.038 25.417
H -6.717 20.450 24.835
H -9.126 19.685 24.431
H -10.948 20.990 24.187
H -10.144 22.425 24.512
H -10.364 21.258 25.845
H -7.730 20.515 22.803
*
```

Record 2
Molecular formula: C9H25AuN3OS
Method: DFT, ωB97M-V/def2-TZVPD

Its LUMO energy is -2.30 eV. Its frontier orbital gap is 8.841 eV. As for the largest force on an atom: 0.034 hartree/bohr.

The geometry in ORCA input format:
```
! wB97M-V def2-TZVPD RIJCOSX def2/J DEFGRID3
* xyz 1 1
Au 0.179 0.571 -0.543
N 2.444 -0.035 -0.833
C 2.933 -1.121 0.026
C 2.867 -0.767 1.512
C 1.489 -0.823 2.158
N 0.651 0.326 1.806
H 2.556 -0.295 -1.819
H 2.994 0.817 -0.671
H 3.982 -1.372 -0.223
H 2.347 -2.030 -0.194
H 3.341 0.227 1.685
H 3.517 -1.471 2.053
H 1.619 -0.885 3.259
H 0.947 -1.749 1.871
H 1.122 1.199 2.045
H -0.242 0.310 2.316
C 2.062 3.571 -1.698
S 1.014 3.132 -0.281
C -0.332 4.332 -0.486
H 2.818 4.303 -1.359
H 1.440 3.986 -2.508
H 2.569 2.658 -2.051
H -0.651 4.381 -1.539
H 0.009 5.317 -0.128
H -1.178 3.993 0.134
C -3.254 -3.011 0.455
N -2.300 -2.146 -0.215
C -0.970 -2.678 -0.464
C -2.627 -0.949 -0.718
C -4.047 -0.469 -0.660
O -1.767 -0.198 -1.288
H -2.692 -3.856 0.899
H -4.015 -3.408 -0.247
H -3.767 -2.459 1.261
H -0.738 -3.460 0.279
H -0.238 -1.854 -0.412
H -0.902 -3.134 -1.470
H -4.756 -1.259 -0.370
H -4.315 -0.061 -1.651
H -4.109 0.366 0.069
*
```